The following is a quantum chemistry calculation of 2 unconnected molecules or ions with the total composition C3H10N2O2 at a distorted geometry, from the OMol25 dataset.

Structure (XYZ):
```
17
Properties=species:S:1:pos:R:3:forces:R:3
C -0.0372 -0.3918 0.2365 0.2 1.7 -3.0
C 2.0922 2.8741 0.2048 1.0 2.0 -2.1
C -1.3610 -1.0749 -0.2810 1.2 1.7 1.3
N 0.0855 0.8976 0.0421 0.8 -0.7 0.5
N -1.1452 -2.5035 -0.7382 -1.1 1.4 1.9
O 1.0592 -1.1764 0.3490 -4.6 -1.5 -2.5
O -1.1085 1.5957 -0.0716 -0.9 -0.2 -0.5
H 2.4551 3.5696 -0.6499 -1.2 -0.9 1.2
H 2.5412 1.9197 0.0684 0.0 -0.9 0.9
H 1.5308 3.3409 1.0117 0.0 -0.6 0.2
H -1.9683 -1.0677 0.6357 -0.5 -0.1 -0.7
H -1.7220 -0.3744 -1.0804 -0.1 -1.1 0.8
H -1.9822 -2.9851 -0.3599 0.8 -0.4 -0.3
H -0.2736 -2.7890 -0.2300 -0.5 -0.6 -1.3
H -1.2380 -2.5272 -1.7506 0.9 -0.6 -0.2
H 1.7126 -0.8974 0.8958 3.2 1.6 2.8
H -1.1955 2.1165 -0.9199 0.8 -0.8 1.0
```
Positions in Å, forces in eV/Å.

Output
- 2S+1 = 1
- F_max (Eh/bohr) = 0.1061
- total charge = +2
- orbital gap (alpha / beta) (Ha) = 0.2424 / 0.2423
- E_HOMO (alpha / beta) (eV) = -17.89 / -17.89

***

The following is a quantum chemistry calculation of a molecular structure, C42H50AsCrO8SSe, from the OMol25 dataset.

Structure (XYZ):
```
104
Properties=species:S:1:pos:R:3:forces:R:3
Cr -0.5509 -0.0536 -0.1068 -0.1 -0.3 -0.1
C 3.7984 -0.8519 5.8339 0.0 0.0 0.0
C 3.8254 -2.1055 4.9470 0.0 0.0 0.0
C 5.2832 -2.5412 4.7935 0.0 0.0 0.0
C 3.0638 -3.2349 5.6550 0.0 0.0 0.0
C 3.1653 -1.8023 3.6025 0.0 0.0 0.0
C 1.8490 -1.3655 3.5599 0.0 0.0 0.0
C 1.2254 -1.0816 2.3597 0.0 0.0 -0.1
Se -0.5482 -0.3306 2.3685 0.0 0.0 0.3
C 0.0058 1.4856 2.6188 0.1 0.1 0.0
C 0.0040 2.1120 3.8478 0.0 0.0 0.0
C 0.4456 3.4253 3.9715 0.0 0.0 0.0
C 0.8625 4.0689 2.8052 0.0 0.0 0.0
C 0.8747 3.4715 1.5488 0.0 0.0 0.0
C 0.4577 2.1229 1.4492 -0.1 0.0 0.0
O 0.4985 1.4711 0.3135 0.2 0.1 0.0
C 1.2955 4.2267 0.2880 0.0 0.0 0.0
C 2.5131 3.5419 -0.3524 0.0 0.0 0.0
C 0.1265 4.2542 -0.7102 0.0 0.0 0.0
C 1.6858 5.6760 0.5903 0.0 0.0 0.0
C 0.4712 4.0904 5.3479 0.0 0.0 0.0
C -0.9339 4.0716 5.9658 0.0 0.0 0.0
C 1.4329 3.3242 6.2679 0.0 0.0 0.0
C 0.9360 5.5459 5.2825 0.0 0.0 0.0
C 1.8689 -1.2472 1.1091 0.1 0.0 0.1
O 1.2626 -1.0504 -0.0245 0.1 -0.1 -0.1
C 3.2421 -1.6413 1.1493 0.0 0.1 0.0
C 3.8276 -1.9150 2.3779 0.0 0.0 0.0
C 4.0616 -1.6589 -0.1470 0.0 0.0 0.0
C 5.5204 -2.0523 0.1045 0.0 0.0 0.0
C 3.4908 -2.6519 -1.1706 0.0 0.0 0.0
C 4.0567 -0.2474 -0.7574 0.0 0.0 0.0
H 4.2671 -1.0532 6.8030 0.0 0.0 0.0
H 2.7767 -0.5157 6.0154 0.0 0.0 0.0
H 4.3335 -0.0315 5.3515 0.0 0.0 0.0
H 5.7104 -2.7428 5.7798 0.0 0.0 0.0
H 5.8851 -1.7643 4.3175 0.0 0.0 0.0
H 5.3691 -3.4514 4.1963 0.0 0.0 0.0
H 3.5177 -3.4605 6.6258 0.0 0.0 0.0
H 3.0737 -4.1415 5.0469 0.0 0.0 0.0
H 2.0212 -2.9610 5.8221 0.0 0.0 0.0
H 1.2843 -1.2257 4.4768 0.0 0.0 0.0
H -0.3433 1.5577 4.7136 0.0 0.0 0.0
H 1.1872 5.0967 2.8753 0.0 0.0 0.0
H 2.2894 2.5098 -0.6118 0.0 0.0 0.0
H 3.3633 3.5540 0.3361 0.0 0.0 0.0
H 2.8015 4.0770 -1.2628 0.0 0.0 0.0
H -0.1804 3.2507 -0.9971 0.0 0.0 0.0
H 0.4223 4.8032 -1.6099 0.0 0.0 0.0
H -0.7396 4.7565 -0.2712 0.0 0.0 0.0
H 2.5382 5.7366 1.2727 0.0 0.0 0.0
H 0.8548 6.2389 1.0232 0.0 0.0 0.0
H 1.9703 6.1671 -0.3434 0.0 0.0 0.0
H -1.3010 3.0523 6.0909 0.0 0.0 0.0
H -1.6404 4.6017 5.3243 0.0 0.0 0.0
H -0.9278 4.5519 6.9497 0.0 0.0 0.0
H 1.1388 2.2777 6.3607 0.0 0.0 0.0
H 1.4474 3.7663 7.2697 0.0 0.0 0.0
H 2.4468 3.3461 5.8632 0.0 0.0 0.0
H 0.2804 6.1468 4.6488 0.0 0.0 0.0
H 1.9528 5.6254 4.8928 0.0 0.0 0.0
H 0.9262 5.9781 6.2869 0.0 0.0 0.0
H 4.8637 -2.2207 2.3864 0.0 0.0 0.0
H 5.6054 -3.0626 0.5141 0.0 0.0 0.0
H 6.0195 -1.3595 0.7869 0.0 0.0 0.0
H 6.0597 -2.0306 -0.8457 0.0 0.0 0.0
H 3.4283 -3.6582 -0.7486 0.0 0.0 0.0
H 4.1456 -2.6898 -2.0475 0.0 0.0 0.0
H 2.5003 -2.3513 -1.5003 0.0 0.0 0.0
H 4.4931 0.4724 -0.0593 0.0 0.0 0.0
H 3.0408 0.0669 -0.9899 0.0 0.0 0.0
H 4.6497 -0.2375 -1.6778 0.0 0.0 0.0
O 0.3362 -3.7513 -0.4574 -0.1 -0.2 0.0
As -1.1529 -3.1117 -1.1611 0.2 0.0 0.1
O -2.3210 -4.2395 -1.1293 0.0 0.0 0.0
O -1.3692 -1.7304 -0.2038 -0.3 0.0 -0.2
C -0.5274 -2.9057 -3.0079 0.0 0.1 0.0
C -0.0087 -4.0941 -3.5108 0.0 0.0 0.0
C 0.4833 -4.1625 -4.8078 0.0 0.0 0.0
C 0.4625 -3.0378 -5.6172 0.0 0.0 0.0
C -0.0571 -1.8472 -5.1272 0.0 0.0 -0.1
C -0.5472 -1.7847 -3.8335 -0.1 0.0 0.1
S -1.2161 -0.2548 -3.2066 0.2 -0.1 0.2
O -2.5406 -0.5987 -2.7550 0.0 0.1 0.0
O -1.1242 0.7256 -4.2636 0.1 0.0 -0.1
O -0.2360 0.0084 -2.1093 -0.2 0.2 -0.1
H 0.8585 -2.9644 -0.2176 0.0 0.1 0.0
H 0.0124 -4.9733 -2.8789 0.0 0.0 0.0
H 0.8862 -5.0970 -5.1807 0.0 0.0 0.0
H 0.8513 -3.0844 -6.6278 0.0 0.0 0.0
H -0.0902 -0.9497 -5.7312 0.0 0.0 0.0
C -2.1498 1.1932 -0.1195 0.0 -0.1 -0.1
C -2.9865 2.0581 -0.3080 0.0 0.1 0.2
C -3.9059 3.1053 -0.6177 0.0 0.0 0.0
C -4.2466 3.3662 -1.9525 0.0 0.0 0.0
C -5.1249 4.3890 -2.2710 0.0 0.0 0.0
C -5.6862 5.1769 -1.2725 0.0 0.0 0.0
C -5.3562 4.9287 0.0539 0.0 0.0 0.0
C -4.4783 3.9060 0.3787 0.0 0.0 0.0
H -3.8046 2.7478 -2.7238 0.0 0.0 0.0
H -5.3729 4.5734 -3.3100 0.0 0.0 0.0
H -6.3721 5.9770 -1.5256 0.0 0.0 0.0
H -5.7847 5.5370 0.8427 0.0 0.0 0.0
H -4.2142 3.7110 1.4103 0.0 0.0 0.0
```
Positions in Å, forces in eV/Å.

Output
- 2S+1 = 2
- F_max (Eh/bohr) = 0.0077
- total charge = -2
- orbital gap (alpha / beta) (Ha) = 0.2401 / 0.2317
- ⟨S²⟩ = 0.759
- E_HOMO (alpha / beta) (eV) = -2.67 / -2.45

***

The following is a quantum chemistry calculation of a molecular structure, C8H24BKO4 at a distorted geometry, from the OMol25 dataset.

Structure (XYZ):
```
38
Properties=species:S:1:pos:R:3:forces:R:3
K 0.7367 -0.3778 0.4664 -0.2 0.2 0.3
B -0.2911 0.5335 3.2668 -0.3 0.0 0.3
H 0.6086 -0.2661 3.1163 0.5 -0.3 -0.1
H 0.1129 1.6460 3.5418 0.2 0.2 -0.2
H -0.9596 0.5448 2.2545 -0.3 0.1 -0.5
H -0.9984 0.1618 4.1809 -0.1 -0.2 0.1
C -1.9006 -1.0962 -2.2328 -0.3 0.1 0.1
O -0.6456 -1.4790 -1.7139 0.3 0.0 0.2
C -0.4060 -2.8812 -1.6712 0.2 0.5 -0.4
C -1.0743 -3.5428 -0.4986 0.3 -0.6 0.2
O -0.5252 -3.0099 0.6920 -0.1 0.4 -0.3
C -1.3906 -3.1233 1.8042 -0.1 0.0 0.5
H -2.1094 -0.0826 -1.8903 0.1 0.0 -0.1
H -2.7100 -1.7289 -1.8544 0.1 -0.1 -0.1
H -1.9001 -1.1045 -3.3270 0.0 -0.1 0.0
H 0.6787 -2.9782 -1.5797 0.0 -0.1 0.1
H -0.6734 -3.3377 -2.6303 -0.2 -0.1 0.1
H -0.8555 -4.6206 -0.5401 -0.1 0.0 -0.1
H -2.1624 -3.4336 -0.5151 0.0 0.2 0.0
H -1.5944 -4.1729 2.0450 0.0 0.0 -0.1
H -2.3412 -2.6023 1.6484 0.0 0.0 -0.2
H -0.9120 -2.6480 2.6591 0.1 0.0 -0.1
C 4.0124 1.4971 -0.6513 -0.1 0.1 -0.2
O 2.6405 1.6449 -0.3413 0.0 -0.3 0.3
C 1.9305 2.5361 -1.1833 0.2 -0.2 -0.2
C 0.7499 3.0977 -0.4491 -0.2 1.2 -0.2
O -0.3430 2.2120 -0.4323 0.2 -0.2 0.1
C -1.4052 2.7490 0.3420 -0.2 0.0 0.2
H 4.4701 2.4774 -0.8131 0.1 0.0 0.0
H 4.1531 0.8828 -1.5461 0.1 0.0 0.0
H 4.5030 1.0247 0.1955 -0.1 -0.1 0.0
H 1.5968 2.0249 -2.0973 0.0 0.0 0.1
H 2.5895 3.3489 -1.5086 0.0 0.1 0.2
H 0.4606 4.0439 -0.9468 -0.1 -0.3 -0.1
H 1.0223 3.4289 0.5613 0.1 -0.4 0.1
H -2.1856 1.9951 0.4058 0.0 0.0 0.0
H -1.8111 3.6597 -0.1154 0.1 0.0 -0.1
H -1.0708 2.9765 1.3579 0.0 -0.1 0.0
```
Positions in Å, forces in eV/Å.

Output
- 2S+1 = 1
- F_max (Eh/bohr) = 0.0235
- total charge = 0
- orbital gap (Ha) = 0.2948
- E_HOMO (eV) = -8.10

***

The following is a quantum chemistry calculation of C2H6N2O in the gas phase at a distorted geometry, from the OMol25 dataset.

Structure (XYZ):
```
11
Properties=species:S:1:pos:R:3:forces:R:3
C -0.9658 -0.6730 0.0131 -0.1 -0.8 -0.5
N 0.2566 0.1585 -0.3428 -2.1 0.5 1.0
N 0.0685 1.5562 -0.0655 -1.1 -0.2 0.8
C 1.5027 -0.3775 -0.0942 0.2 -1.0 -0.8
O 2.5924 0.1280 -0.0030 -0.7 0.6 0.2
H -1.3730 -0.3885 1.0165 0.4 -0.1 -0.8
H -1.8520 -0.6992 -0.7311 1.7 0.8 0.8
H -0.6809 -1.7453 0.0567 0.1 0.6 0.1
H -0.2387 1.6379 0.9691 0.4 0.0 -2.2
H -0.7199 1.8764 -0.6871 1.1 -0.4 1.1
H 1.4100 -1.4736 -0.1319 0.0 -0.2 0.2
```
Positions in Å, forces in eV/Å.

Output
- 2S+1 = 1
- F_max (Eh/bohr) = 0.0461
- total charge = 0
- orbital gap (Ha) = 0.3844
- E_HOMO (eV) = -9.81

***

The following is a quantum chemistry calculation of C4H5BrN2 in the gas phase at a distorted geometry, from the OMol25 dataset.

Structure (XYZ):
```
12
Properties=species:S:1:pos:R:3:forces:R:3
C 0.9615 0.8780 0.9070 1.5 0.5 -0.5
N 0.1654 0.0934 0.0768 -0.9 -2.2 -0.6
C -1.1263 0.4280 -0.2434 0.8 1.4 0.6
C -1.5907 -0.6173 -0.9943 -1.1 0.2 -0.9
N -0.6952 -1.6091 -1.1349 4.1 0.6 2.0
C 0.4588 -1.1340 -0.4121 -4.9 0.1 -2.0
Br 2.0641 -1.9131 -0.0562 0.5 -0.6 -0.1
H 0.4693 1.8290 0.9251 0.6 0.8 0.4
H 1.1878 0.4703 1.8396 -0.9 -0.7 2.2
H 1.9821 0.7995 0.5639 0.4 1.2 -0.9
H -1.3608 1.4650 0.1167 -0.7 -1.5 -0.8
H -2.5159 -0.6899 -1.5882 0.4 0.1 0.7
```
Positions in Å, forces in eV/Å.

Output
- 2S+1 = 1
- F_max (Eh/bohr) = 0.1029
- total charge = 0
- orbital gap (Ha) = 0.3359
- E_HOMO (eV) = -8.49

***

Listing relative energy (zero: lowest compared OMol25 entry of this formula, charge and spin) for the structures above in their given order: 133.7, 0.0, 0.0, 53.2, 18.8 kcal per mole.